Entry 1:
102
Properties=species:S:1:pos:R:3:forces:R:3:mulliken_spin:R:1 method="wB97M-V/def2-TZVPD" total_charge=+2 multiplicity=2 e_lumo_ev="-7.3 / -7.3" orbital_gap_ha="0.160 / 0.162" energy_ev=-126610.9193
Ir -1.0761 -0.2009 -1.8511 0.91 0.08 -0.76 0.8275
O -3.3802 1.0666 -4.8770 0.08 -0.02 0.07 0.0195
C -2.4777 0.6769 -4.1530 -0.01 0.10 -0.14 -0.0078
N -2.3513 0.8993 -2.8295 -0.88 0.40 -0.21 -0.0621
C -3.4248 1.6597 -2.2264 -0.05 -0.11 -0.02 -0.0093
C -3.0088 2.3332 -0.9610 0.01 0.17 0.12 -0.0143
C -3.1458 3.7045 -0.7598 0.02 -0.14 -0.11 0.0064
C -2.8719 4.2677 0.4672 0.05 -0.03 0.16 -0.0005
C -2.4814 3.4383 1.5206 -0.02 0.05 -0.12 0.0018
C -2.3240 2.0990 1.2834 -0.22 -0.11 -0.04 -0.0065
N -2.5534 1.5686 0.0540 0.15 0.13 -0.17 -0.0077
C -1.2981 -0.0753 -4.6962 0.12 -0.03 0.05 0.0173
C -1.2173 -0.3877 -6.0384 -0.01 0.07 0.06 0.0029
C -0.0870 -1.0343 -6.5031 0.06 -0.02 -0.07 0.0011
C 0.9253 -1.3314 -5.6042 0.02 0.01 -0.03 -0.0007
C 0.7667 -1.0055 -4.2702 -0.11 0.23 0.02 -0.0083
N -0.3335 -0.3928 -3.8063 0.01 -0.36 -0.30 0.0002
H -4.2926 1.0214 -2.0033 0.02 0.00 0.07 0.0004
H -3.7722 2.4175 -2.9283 -0.01 -0.03 -0.03 0.0031
H -3.4985 4.3074 -1.5849 0.02 0.00 0.00 -0.0001
H -2.9812 5.3330 0.6171 -0.02 0.00 0.01 -0.0002
H -2.2989 3.8233 2.5135 -0.02 0.01 0.00 0.0003
H -2.0913 1.3786 2.0530 0.17 -0.03 -0.03 0.0001
H -2.0440 -0.1114 -6.6776 0.00 0.03 0.01 0.0000
H 0.0099 -1.2911 -7.5494 0.00 -0.01 0.01 0.0002
H 1.8371 -1.8127 -5.9287 0.00 -0.01 0.01 -0.0003
H 1.5337 -1.2116 -3.5430 0.01 -0.05 0.06 0.0042
N 3.2806 -2.8254 0.8105 -0.29 -0.15 -0.28 0.0003
C 3.0099 -2.1131 -0.4837 0.02 -0.11 -0.12 -0.0014
C 1.5404 -1.6383 -0.4229 0.55 -0.08 -0.49 0.0114
O 1.1565 -1.0018 -1.4184 -0.79 -0.35 0.68 0.0384
O 0.9394 -1.9219 0.6380 0.06 0.36 0.09 0.0009
H 3.9993 -2.3800 1.3761 -0.04 -0.02 -0.03 -0.0001
H 3.5130 -3.8090 0.6919 -0.02 -0.02 -0.03 0.0001
H 2.3203 -2.7187 1.2559 0.19 -0.11 0.12 0.0002
H 3.1608 -2.7902 -1.3204 0.01 -0.02 0.01 0.0002
H 3.6631 -1.2506 -0.5967 0.02 -0.07 0.04 -0.0001
N -6.3868 -3.9570 -1.4692 -0.04 0.02 0.01 0.0013
C -5.2854 -3.8369 -1.7674 0.17 -0.02 -0.06 0.0001
C -3.8943 -3.6926 -2.1125 -0.19 0.02 0.03 0.0096
C -3.1102 -4.7871 -2.4471 0.02 -0.06 0.00 -0.0055
C -1.7727 -4.5739 -2.7379 0.01 -0.01 0.00 0.0083
C -1.2687 -3.2893 -2.6586 -0.11 0.01 0.00 0.0040
N -2.0220 -2.2353 -2.3242 0.05 -0.13 0.19 0.0798
C -3.3137 -2.4315 -2.0762 -0.01 0.13 -0.11 -0.0262
H -3.5433 -5.7777 -2.4812 0.01 0.00 0.00 0.0001
H -1.1270 -5.3937 -3.0188 -0.01 0.00 -0.01 0.0001
H -0.2297 -3.0811 -2.8801 0.03 0.01 0.05 0.0109
H -3.9101 -1.5578 -1.8467 0.03 0.00 0.08 0.0059
C 1.8592 1.0790 7.2834 0.01 0.00 -0.02 -0.0015
C 1.6442 1.0159 5.8024 0.06 0.03 0.03 0.0022
C 0.9144 -0.0110 5.2239 -0.02 0.00 0.01 -0.0014
C 0.6825 -0.0488 3.8566 -0.01 0.10 -0.08 -0.0026
C -0.1027 -1.1934 3.2761 -0.05 0.02 0.27 -0.0070
C 1.2441 0.9594 3.0342 0.07 -0.12 0.38 0.0092
As 0.8166 0.8423 1.2101 -0.64 0.12 -0.05 0.0074
N -2.2434 0.2355 -0.1749 -0.04 -0.45 0.68 -0.0055
C -3.0518 -0.6489 0.5778 0.34 0.14 -0.12 0.0100
C -4.3414 -0.3200 0.9956 -0.13 -0.05 0.03 -0.0047
C -5.1195 -1.2567 1.6656 0.03 0.05 -0.03 -0.0014
C -4.6298 -2.5271 1.9275 0.01 0.01 0.01 0.0009
C -3.3372 -2.8453 1.5313 0.02 -0.04 -0.07 -0.0028
C -2.5487 -1.9182 0.8663 -0.07 -0.04 0.08 -0.0008
C 2.4148 1.3069 0.3531 0.31 -0.04 -0.17 0.0233
C 3.6991 0.8504 0.7456 -0.06 0.29 0.00 -0.0115
C 3.9551 -0.0304 1.9483 -0.07 0.07 0.00 0.0109
C 4.7881 1.2308 -0.0170 0.04 -0.06 -0.03 -0.0015
C 4.6543 2.0225 -1.1603 0.07 0.03 0.00 -0.0025
C 5.8581 2.4472 -1.9464 -0.03 -0.02 -0.01 0.0012
C 3.3806 2.4150 -1.5606 -0.01 0.03 -0.02 0.0084
C 2.2542 2.0749 -0.8329 -0.03 -0.03 0.10 0.0320
C 0.8950 2.5291 -1.3066 0.14 -0.40 0.00 -0.0436
C 1.9797 2.0352 3.6131 0.10 -0.19 -0.10 -0.0002
C 2.5617 3.1891 2.8301 -0.06 -0.05 0.01 -0.0001
C 2.1578 2.0279 4.9788 -0.06 0.00 0.08 -0.0013
H 1.4873 0.1875 7.7827 0.00 0.00 0.00 -0.0001
H 1.3416 1.9453 7.6998 0.00 0.00 0.00 0.0004
H 2.9181 1.1961 7.5172 0.00 0.00 0.00 0.0002
H 0.5071 -0.7939 5.8528 -0.02 0.01 -0.01 0.0001
H -0.8049 -1.5896 4.0084 -0.01 0.05 0.03 -0.0006
H 0.5592 -2.0131 2.9866 -0.10 0.08 -0.02 0.0010
H -0.6757 -0.9139 2.3870 0.06 -0.04 0.03 -0.0009
H -4.7631 0.6535 0.7711 0.00 -0.01 0.02 -0.0001
H -6.1245 -0.9911 1.9657 -0.01 0.00 -0.01 0.0000
H -5.2485 -3.2597 2.4264 0.01 0.01 0.02 0.0001
H -2.9382 -3.8313 1.7375 0.00 0.00 0.01 0.0000
H -1.5384 -2.1602 0.5615 0.01 -0.03 -0.03 0.0097
H 3.1540 -0.7515 2.1253 -0.03 0.25 0.11 -0.0015
H 4.0461 0.5553 2.8637 0.03 -0.03 0.00 -0.0004
H 4.8971 -0.5684 1.8192 0.09 0.07 0.00 0.0010
H 5.7784 0.8981 0.2753 0.01 0.01 -0.01 0.0004
H 6.7753 2.0236 -1.5437 0.00 -0.01 0.00 0.0004
H 5.9497 3.5344 -1.9351 0.00 0.00 0.01 -0.0001
H 5.7615 2.1466 -2.9907 0.01 0.00 0.00 -0.0004
H 3.2692 3.0015 -2.4655 0.00 0.04 0.03 -0.0013
H 0.9741 3.0689 -2.2477 -0.01 0.00 -0.01 -0.0002
H 0.3778 3.1719 -0.5910 0.03 -0.02 0.02 -0.0012
H 0.2648 1.6222 -1.4953 0.10 0.42 0.05 0.0701
H 1.9007 3.5380 2.0362 0.00 0.01 0.00 0.0002
H 3.5112 2.9203 2.3657 0.01 0.03 0.00 0.0008
H 2.7489 4.0268 3.4989 -0.01 0.00 0.00 -0.0003
H 2.7040 2.8440 5.4387 -0.03 0.02 0.01 -0.0001


Entry 2:
110
Properties=species:S:1:pos:R:3:forces:R:3:mulliken_spin:R:1 method="wB97M-V/def2-TZVPD" total_charge=+3 multiplicity=2 e_lumo_ev="-9.9 / -10.8" orbital_gap_ha="0.142 / 0.110" energy_ev=-113516.6084
Au 0.1016 0.1216 0.7480 0.33 0.27 -0.93 0.0000
C -2.2163 -0.8839 6.0093 0.33 -0.09 -0.31 0.0052
N -1.2467 -0.8665 4.9206 -0.12 -0.10 0.64 0.0013
C -1.3755 -0.3698 3.6936 0.48 -0.12 -0.48 -0.0014
N -0.2096 -0.4340 3.0698 -0.13 0.02 1.02 0.0000
C 0.6203 -0.9906 3.9968 -0.39 0.22 -0.14 -0.0001
N 0.0296 -1.2616 5.1336 -0.10 0.00 0.29 0.0001
C -2.1232 0.3348 6.8986 0.15 0.13 -0.51 -0.0002
C -2.4972 0.2239 8.2413 -0.13 0.10 0.22 0.1568
C -2.4864 1.3286 9.0857 0.02 0.29 0.16 -0.0226
C -2.1003 2.5626 8.6040 -0.26 -0.11 0.53 0.0910
C -1.6973 2.6726 7.2642 0.25 1.00 -0.39 0.0604
C -1.7106 1.5564 6.4180 0.11 -0.53 -0.25 0.0512
C -1.2924 3.9512 6.7557 0.03 -1.92 -0.22 0.1116
N -1.5280 5.1300 7.2665 0.45 1.99 -0.30 0.1899
N -0.9951 6.0436 6.4010 -1.19 -0.28 1.71 0.0908
C -0.4584 5.3642 5.4284 0.87 -0.50 -1.33 0.1471
O -0.6136 4.0325 5.5850 -0.02 0.06 -0.04 -0.0353
C 0.2798 5.8823 4.2948 -0.34 -0.14 0.48 0.0015
C 0.0912 7.2167 3.9276 -0.02 0.27 0.00 0.0592
C 0.8022 7.7308 2.8605 -0.05 0.07 0.05 -0.0249
C 1.7070 6.9284 2.1768 -0.10 0.12 0.07 0.0745
C 1.9130 5.6032 2.5502 -0.03 -0.30 0.09 -0.0199
C 2.9903 4.8139 1.8520 0.01 -0.28 -0.13 0.0004
N 2.6127 3.4310 1.5174 0.32 0.32 0.24 0.0001
C 1.4254 2.8898 1.2830 -0.08 -0.41 -0.13 -0.0011
N 1.5904 1.5978 1.0095 0.03 0.18 0.08 0.0003
C 2.9380 1.4113 1.1000 -0.18 -0.02 -0.05 0.0000
N 3.5882 2.5023 1.4001 -0.01 0.18 0.10 0.0001
C 1.1884 5.0764 3.6096 0.22 -0.16 -0.15 0.0530
H -2.0271 -1.7819 6.5931 -0.05 -0.05 -0.02 -0.0003
H -3.2074 -0.9620 5.5606 -0.05 0.00 0.08 0.0043
H -2.3046 -0.0172 3.2732 -0.02 0.01 0.03 0.0003
H 1.6623 -1.1982 3.8182 0.00 -0.04 0.00 -0.0001
H -2.8157 -0.7370 8.6289 0.03 0.00 0.01 -0.0007
H -2.7843 1.2200 10.1192 0.01 0.01 0.00 0.0017
H -2.0856 3.4383 9.2382 -0.03 0.00 0.03 -0.0031
H -1.4016 1.6770 5.3872 0.00 -0.07 0.02 0.0035
H -0.6126 7.8260 4.4783 0.01 0.04 -0.01 0.0001
H 0.6625 8.7611 2.5643 -0.01 -0.01 0.00 0.0002
H 2.2764 7.3487 1.3562 -0.02 -0.02 0.00 0.0015
H 3.8748 4.7268 2.4816 0.02 -0.01 0.01 0.0003
H 3.2921 5.3131 0.9329 0.00 0.04 -0.01 0.0004
H 0.4878 3.4175 1.3276 0.02 -0.01 -0.05 0.0006
H 3.4213 0.4594 0.9546 -0.02 0.01 -0.03 0.0000
H 1.3520 4.0584 3.9443 0.02 0.00 -0.06 0.0022
C 3.0085 0.9061 -4.4555 0.00 -0.03 -0.12 0.0000
C 2.0651 1.7695 -5.2862 0.22 -0.50 0.95 0.0000
Sb 0.1575 0.9693 -5.8060 -1.03 0.01 -0.22 -0.0001
C -0.9967 2.7044 -6.1430 -0.09 0.06 0.05 0.0000
C -0.2543 3.4839 -7.2337 -0.04 -0.05 0.04 0.0001
C 0.3168 -0.0641 -7.6631 -0.07 -0.49 0.39 0.0000
C -0.9716 -0.6538 -8.2036 -0.01 0.09 -0.17 0.0000
H 3.9453 1.4445 -4.3119 0.00 0.01 -0.01 0.0000
H 3.2423 -0.0379 -4.9455 0.02 0.04 -0.02 0.0000
H 2.5904 0.6860 -3.4746 -0.02 0.04 0.02 0.0000
H 2.4488 1.9725 -6.2937 -0.11 -0.03 -0.01 0.0000
H 1.8193 2.7000 -4.7754 -0.02 0.07 -0.11 0.0000
H -1.0746 3.2314 -5.1936 0.06 0.04 -0.02 0.0000
H -1.9939 2.3822 -6.4276 0.05 0.02 -0.11 0.0000
H 0.7552 3.7810 -6.9484 -0.03 0.07 0.05 0.0000
H -0.8282 4.3941 -7.4186 0.07 0.02 -0.04 0.0000
H -0.2000 2.9411 -8.1781 -0.08 0.02 -0.01 0.0000
H 1.0930 -0.8142 -7.5151 0.07 0.06 -0.13 0.0000
H 0.7132 0.7770 -8.2497 0.04 -0.11 -0.02 0.0000
H -1.3498 -1.4491 -7.5696 0.03 0.00 -0.01 0.0000
H -0.7514 -1.0854 -9.1819 -0.02 0.04 -0.01 0.0000
H -1.7526 0.0942 -8.3379 0.01 0.01 0.01 0.0000
F -0.7463 0.0761 -3.4751 0.30 0.19 -0.37 0.0000
P -2.2569 -0.5667 -4.0531 -0.18 -0.01 0.98 0.0001
F -1.9657 -1.9496 -3.3067 0.30 0.32 -0.22 -0.0001
F -3.0228 0.0108 -2.8233 0.21 0.05 0.14 0.0000
F -1.2688 -1.0800 -5.2986 0.37 0.35 -0.56 0.0001
F -2.3477 0.8758 -4.8013 -0.18 -0.11 -0.47 0.0000
F -3.5234 -1.1087 -4.7812 0.09 -0.05 -0.19 0.0000
S -1.5847 -1.3454 0.2662 -0.26 -0.16 -1.21 -0.0001
Sb -0.5423 -3.0565 -0.9942 0.05 0.26 1.78 0.0010
C 0.8018 -3.3944 -2.5697 -0.15 0.19 -0.31 -0.0010
C 1.2085 -4.7256 -2.5697 0.10 0.06 -0.27 0.0000
C 2.1473 -5.1496 -3.5022 -0.02 -0.05 0.08 -0.0002
C 2.6778 -4.2504 -4.4139 -0.01 0.03 -0.03 0.0001
C 2.2694 -2.9234 -4.3989 -0.02 0.03 -0.02 0.0003
C 1.3229 -2.4873 -3.4815 0.00 -0.12 -0.01 0.0003
C -1.9946 -4.5459 -0.9977 -0.06 -0.19 -0.24 -0.0002
C -3.1563 -4.4015 -1.7559 0.08 -0.16 0.11 -0.0001
C -4.1168 -5.3997 -1.7104 -0.04 0.02 0.00 0.0001
C -3.9197 -6.5251 -0.9215 0.00 0.00 0.04 -0.0001
C -2.7542 -6.6696 -0.1829 0.01 0.02 0.04 0.0001
C -1.7818 -5.6784 -0.2126 -0.15 -0.01 -0.17 0.0000
C 0.7843 -3.5820 0.5692 0.23 -0.27 -0.04 0.0003
C 2.1623 -3.6332 0.3602 -0.15 -0.11 0.11 -0.0002
C 3.0144 -3.9675 1.4078 0.00 0.12 -0.03 0.0001
C 2.4967 -4.2328 2.6660 0.00 0.00 0.03 -0.0001
C 1.1242 -4.1800 2.8795 -0.01 0.02 0.00 -0.0001
C 0.2692 -3.8494 1.8394 0.07 -0.04 -0.11 0.0000
H 0.8087 -5.4391 -1.8578 -0.01 0.00 0.00 0.0001
H 2.4666 -6.1830 -3.5065 -0.01 0.00 -0.02 0.0000
H 3.4057 -4.5861 -5.1403 0.02 0.01 0.02 0.0000
H 2.6972 -2.2269 -5.1114 -0.01 -0.04 -0.01 0.0000
H 0.9805 -1.4621 -3.4853 0.03 0.06 0.09 0.0001
H -3.3158 -3.5338 -2.3795 -0.03 0.01 0.05 0.0000
H -5.0234 -5.2955 -2.2911 -0.01 -0.01 0.00 0.0000
H -4.6825 -7.2906 -0.8759 0.02 -0.02 -0.04 0.0000
H -2.5996 -7.5517 0.4240 -0.01 -0.01 0.00 0.0000
H -0.8761 -5.7992 0.3679 0.00 0.01 0.00 -0.0002
H 2.5802 -3.4363 -0.6191 0.02 -0.01 0.00 -0.0001
H 4.0810 -4.0306 1.2350 0.00 0.03 0.01 0.0000
H 3.1622 -4.4843 3.4815 -0.01 -0.06 -0.01 0.0000
H 0.7184 -4.4054 3.8574 0.01 0.01 0.01 0.0000
H -0.7999 -3.8179 2.0157 0.00 0.05 -0.01 -0.0001